(1)
Density functional theory data (the ωB97M-V functional and the def2-TZVPD basis) for a structure of composition C24H54N6O18S3 at a distorted geometry.

Each line ends with the Löwdin charge.
Atoms and positions in Å:
1 C 5.14 3.46 -6.03  -0.18
2 C 4.10 3.51 -7.20  -0.18
3 O 2.98 4.27 -6.76  -0.22
4 S 3.06 4.66 -5.11  0.81
5 O 2.65 3.47 -4.35  -0.27
6 O 2.46 6.00 -4.85  -0.24
7 O 4.73 4.56 -5.27  -0.24
8 H 6.19 3.61 -6.28  0.14
9 H 4.96 2.54 -5.47  0.12
10 H 3.75 2.56 -7.59  0.13
11 H 4.61 4.01 -8.02  0.12
12 C -2.23 -5.32 4.34  -0.21
13 C -3.19 -4.58 5.32  -0.18
14 O -3.19 -5.38 6.44  -0.22
15 S -2.78 -6.96 6.04  0.78
16 O -3.87 -7.55 5.25  -0.24
17 O -2.29 -7.70 7.23  -0.24
18 O -1.61 -6.21 5.17  -0.22
19 H -1.40 -4.79 3.86  0.14
20 H -2.70 -5.98 3.61  0.12
21 H -4.21 -4.49 4.93  0.13
22 H -2.84 -3.70 5.86  0.14
23 C -1.27 2.24 -0.38  -0.25
24 C -0.73 2.25 1.02  -0.15
25 O -1.38 1.12 1.62  -0.20
26 S -2.38 0.32 0.55  0.77
27 O -3.76 0.88 0.56  -0.27
28 O -2.15 -1.12 0.73  -0.24
29 O -1.55 0.95 -0.72  -0.19
30 H -0.57 2.61 -1.13  0.15
31 H -2.23 2.74 -0.49  0.13
32 H -0.75 3.19 1.56  0.14
33 H 0.35 2.10 1.02  0.13
34 C 3.94 7.32 1.99  -0.01
35 C 3.71 6.04 1.25  -0.53
36 O 2.56 5.67 0.92  0.00
37 N 4.86 5.42 0.87  0.00
38 C 5.02 4.23 0.07  -0.08
39 H 4.02 7.06 3.04  0.08
40 H 3.12 8.04 1.88  0.09
41 H 4.92 7.77 1.83  0.07
42 H 5.76 5.83 1.08  0.13
43 H 4.36 3.50 0.54  0.09
44 H 6.01 3.77 0.10  0.08
45 H 5.01 4.29 -1.02  0.08
46 C 1.87 -8.08 3.09  0.00
47 C 1.53 -6.80 2.40  -0.67
48 O 1.97 -5.75 2.75  0.06
49 N 0.70 -6.96 1.43  0.02
50 C 0.12 -5.90 0.62  -0.06
51 H 1.02 -8.21 3.76  0.08
52 H 2.76 -7.82 3.66  0.09
53 H 1.85 -9.01 2.52  0.08
54 H 0.17 -7.82 1.40  0.15
55 H -0.93 -5.74 0.84  0.07
56 H 0.13 -6.09 -0.45  0.08
57 H 0.46 -4.88 0.80  0.09
58 C -6.09 3.37 -2.98  0.00
59 C -5.06 3.05 -4.07  -0.53
60 O -5.05 2.01 -4.73  0.02
61 N -4.16 4.01 -4.42  0.00
62 C -3.38 3.96 -5.67  -0.07
63 H -5.59 3.80 -2.12  0.07
64 H -6.64 2.44 -2.82  0.08
65 H -6.85 4.08 -3.31  0.08
66 H -4.21 4.92 -4.00  0.13
67 H -3.56 4.80 -6.35  0.08
68 H -3.58 3.11 -6.32  0.08
69 H -2.33 3.98 -5.38  0.07
70 C 4.30 -1.31 1.55  0.00
71 C 5.58 -1.48 2.39  -0.48
72 O 6.14 -0.45 2.90  -0.03
73 N 6.05 -2.74 2.66  -0.01
74 C 7.36 -3.13 3.25  -0.06
75 H 3.92 -2.30 1.28  0.06
76 H 4.61 -0.81 0.63  0.08
77 H 3.49 -0.82 2.08  0.08
78 H 5.32 -3.42 2.84  0.13
79 H 8.16 -2.39 3.32  0.08
80 H 7.96 -3.83 2.66  0.07
81 H 7.06 -3.46 4.24  0.08
82 C -5.05 0.74 5.33  0.00
83 C -6.41 0.40 4.70  -0.57
84 O -6.91 -0.70 4.65  0.04
85 N -7.07 1.38 4.06  0.01
86 C -8.30 1.14 3.27  -0.06
87 H -5.19 1.67 5.88  0.08
88 H -4.19 0.80 4.67  0.08
89 H -4.76 -0.13 5.92  0.08
90 H -6.60 2.27 4.14  0.13
91 H -9.09 1.65 3.81  0.07
92 H -8.76 0.16 3.15  0.09
93 H -8.33 1.63 2.30  0.07
94 C 1.19 -1.58 -3.42  0.00
95 C 1.02 -1.50 -4.99  -0.52
96 O 1.49 -2.29 -5.81  0.02
97 N 0.08 -0.59 -5.31  -0.03
98 C -0.56 -0.33 -6.58  -0.06
99 H 2.00 -2.18 -3.01  0.07
100 H 0.26 -2.03 -3.09  0.08
101 H 1.19 -0.54 -3.08  0.06
102 H -0.08 0.14 -4.63  0.13
103 H -0.55 0.76 -6.69  0.08
104 H -1.54 -0.69 -6.28  0.09
105 H -0.16 -0.77 -7.49  0.09

## Properties
- LUMO level: -0.02 eV
- Orbital gap: 9.3 eV
- Energy relative to the best compared isomer or geometry (same formula, charge and spin): 47.1 kcal/mol
- Net charge: 0
- E_HOMO: -9.32 eV

---

(2)
Density functional theory data (the ωB97M-V functional and the def2-TZVPD basis) for a structure of composition C10H17N2OPW at a distorted geometry.

Each line ends with the Löwdin charge.
Atoms and positions in Å:
1 W -0.44 0.26 -0.18  1.04
2 H -2.55 0.15 1.07  0.11
3 H -2.56 -0.44 0.58  0.08
4 P -0.03 -1.85 -1.07  0.59
5 C -0.19 -1.89 -2.90  -0.25
6 H -0.10 -2.93 -3.26  0.08
7 H -1.15 -1.46 -3.22  0.05
8 H 0.61 -1.29 -3.33  0.07
9 C 1.49 -2.85 -0.83  -0.21
10 H 1.65 -3.09 0.23  0.07
11 H 1.43 -3.79 -1.42  0.08
12 H 2.35 -2.26 -1.18  0.06
13 C -1.33 -3.13 -0.65  -0.23
14 H -2.33 -2.74 -0.89  0.06
15 H -1.14 -4.07 -1.20  0.08
16 H -1.30 -3.33 0.44  0.06
17 C -0.99 0.82 -1.97  -0.24
18 O -1.43 1.25 -2.98  0.21
19 H -0.64 -1.20 0.70  -0.02
20 H 1.31 0.17 -0.45  0.02
21 N -1.53 6.24 0.56  0.24
22 C -1.03 5.32 1.08  -0.14
23 C -0.48 4.11 1.59  -0.17
24 C 0.26 4.08 2.76  0.07
25 C 0.82 2.85 3.17  0.04
26 C 0.66 1.73 2.35  -0.07
27 N -0.07 1.78 1.21  -0.19
28 C -0.62 2.96 0.81  -0.04
29 H 0.43 5.00 3.31  0.16
30 H 1.42 2.69 4.07  0.15
31 H 1.14 0.73 2.49  0.14
32 H -1.10 2.92 -0.19  0.13

## Properties
- LUMO level (spin up / spin down): -9.96 / -10.33 eV
- Orbital gap (spin up / spin down): 7.1 / 6.9 eV
- Energy relative to the best compared isomer or geometry (same formula, charge and spin): 0.0 kcal/mol
- 2S+1: 3
- Net charge: +2
- E_HOMO (spin up / spin down): -17.03 / -17.21 eV
- ⟨S²⟩: 2.0236

---

(3)
Density functional theory data (the ωB97M-V functional and the def2-TZVPD basis) for a structure of composition C4H9NO2.

Each line ends with the Löwdin charge.
Atoms and positions in Å:
1 C 0.32 1.43 -1.71  -0.07
2 N 0.83 0.29 -0.96  -0.02
3 C -0.06 -0.65 -0.66  -0.27
4 O 0.39 -1.82 -0.07  -0.05
5 C -0.15 -1.59 1.24  -0.15
6 C -0.51 -0.12 1.20  -0.34
7 O 0.54 0.84 1.37  -0.21
8 H -0.48 1.96 -1.18  0.09
9 H 1.15 2.13 -1.88  0.09
10 H -0.05 1.10 -2.69  0.09
11 H -0.96 -0.73 -1.28  0.16
12 H -1.03 -2.22 1.41  0.12
13 H 0.62 -1.81 1.98  0.13
14 H -1.53 0.23 0.97  0.13
15 H -0.33 0.35 2.28  0.19
16 H 1.25 0.61 -0.02  0.12

## Properties
- LUMO level: 0.59 eV
- Orbital gap: 8.7 eV
- Energy relative to the best compared isomer or geometry (same formula, charge and spin): 146.6 kcal/mol
- Net charge: 0
- E_HOMO: -8.15 eV

---

- Which value of net charge does entry 3 give?
  0

---

- The highest energy relative to the best compared isomer or geometry (same formula, charge and spin) belongs to which entry?
  C4H9NO2

---

- Which value of net charge does entry 3 give?
  0